# C22H54N3O8P2S

A cluster of 3 separate species, C22H54N3O8P2S in total at a distorted geometry (ωB97M-V/def2-TZVPD, the Open Molecules 2025 dataset).

Cartesian coordinates (Å):
C 2.17 -1.31 -0.64
C 3.39 -0.78 -1.40
C 2.99 0.23 -2.48
C 4.40 -0.16 -0.42
C 5.74 0.11 -1.15
S 7.19 -0.63 -0.38
C 6.75 -2.38 -0.21
C 7.28 -3.12 -1.45
C 6.99 -4.64 -1.37
C 6.08 -5.05 -2.54
N 4.70 -4.63 -2.26
C 3.90 -4.15 -3.32
N 2.67 -3.99 -3.09
N 4.53 -3.88 -4.56
H 1.34 -0.60 -0.69
H 2.44 -1.44 0.41
H 1.81 -2.25 -1.06
H 3.89 -1.62 -1.90
H 2.42 -0.29 -3.24
H 3.86 0.68 -2.98
H 2.41 1.05 -2.04
H 4.58 -0.81 0.44
H 4.01 0.79 -0.06
H 5.71 -0.32 -2.15
H 5.93 1.18 -1.26
H 7.32 -0.11 0.85
H 7.21 -2.77 0.70
H 5.67 -2.46 -0.16
H 6.79 -2.70 -2.33
H 8.35 -2.93 -1.53
H 7.93 -5.15 -1.52
H 6.52 -4.89 -0.41
H 6.14 -6.14 -2.64
H 6.50 -4.60 -3.43
H 4.66 -3.96 -1.50
H 2.21 -3.62 -3.91
H 3.91 -4.07 -5.33
H 4.88 -2.93 -4.62
O 0.34 2.55 0.46
P -0.32 3.84 0.70
O 0.55 5.06 0.12
C 0.78 5.17 -1.29
C -0.45 5.65 -2.04
O -0.10 4.16 2.27
C 0.38 3.17 3.17
C 1.88 3.28 3.37
O -1.77 4.45 0.58
C -2.92 3.69 1.04
C -3.13 3.79 2.54
H 1.13 4.22 -1.68
H 1.58 5.89 -1.40
H -1.24 4.90 -2.03
H -0.20 5.86 -3.08
H -0.85 6.55 -1.59
H 0.10 2.17 2.84
H -0.13 3.34 4.13
H 2.39 3.36 2.41
H 2.26 2.41 3.90
H 2.12 4.18 3.94
H -2.84 2.65 0.72
H -3.78 4.11 0.52
H -2.49 3.09 3.07
H -4.16 3.55 2.79
H -2.90 4.79 2.90
O -6.12 0.87 0.88
P -6.74 -0.36 1.37
O -7.60 -0.11 2.69
C -8.76 0.74 2.65
C -9.94 0.08 1.97
O -5.54 -1.24 2.02
C -4.18 -0.86 1.82
C -3.68 -0.02 2.98
O -7.53 -1.58 0.75
C -7.09 -2.20 -0.49
C -5.96 -3.19 -0.28
H -8.51 1.68 2.16
H -9.00 0.96 3.69
H -9.76 -0.06 0.90
H -10.83 0.69 2.08
H -10.13 -0.91 2.40
H -4.06 -0.33 0.88
H -3.60 -1.78 1.75
H -4.37 0.77 3.23
H -2.71 0.42 2.74
H -3.55 -0.64 3.88
H -6.82 -1.43 -1.21
H -7.97 -2.71 -0.88
H -5.00 -2.69 -0.23
H -5.92 -3.89 -1.12
H -6.10 -3.75 0.64

As for the total charge: +1. Its LUMO energy is -2.966 eV. As for the total energy: -2717.6317 a.u. For the HOMO energy, the calculation gives -11.744 eV.

Atom charges from the Löwdin analysis, given in e for atoms 1 to 5: atom 1 (C): -0.043, atom 2 (C): -0.440, atom 3 (C): -0.055, atom 4 (C): -0.211, atom 5 (C): -0.371